11
Properties=species:S:1:pos:R:3:mulliken_charge:R:1 method="wB97M-V/def2-TZVPD" total_charge=0 homo_energy_ev=-10.8 smiles="Nn1nnn(O)c1=O" orbital_gap_ev=10.760 e_above_lowest_kcal_mol=61.3
N 2.240 -0.202 0.095 -0.458
N 0.735 -0.364 -0.506 0.155
N 0.253 -1.620 -0.090 -0.195
N -1.043 -1.482 -0.207 -0.170
N -1.287 -0.122 -0.561 0.266
O -2.662 0.064 0.069 -0.419
C -0.196 0.761 -0.317 0.358
O -0.108 1.943 -0.186 -0.469
H 2.824 0.505 -0.500 0.283
H 1.869 0.240 1.185 0.299
H -2.625 0.277 1.018 0.349

81
Properties=species:S:1:pos:R:3:mulliken_spin:R:1 method="wB97M-V/def2-TZVPD" total_charge=+1 homo_energy_ev="-10.8 / -10.8" multiplicity=4 orbital_gap_ev="6.795 / 5.896" e_above_lowest_kcal_mol=0.0 s_squared=3.792
Tc -0.529 0.175 -0.018 2.792
C 1.746 1.547 4.378 0.008
Sb 1.784 1.119 2.275 0.077
C -0.167 -0.085 1.958 -0.327
C 0.355 -1.445 2.434 0.088
C -0.220 -2.685 2.183 -0.009
C 0.381 -3.820 2.705 -0.002
C 1.527 -3.696 3.473 -0.004
C 2.008 -2.423 3.716 0.001
N 1.432 -1.333 3.216 0.005
Si -1.790 0.301 2.947 -0.029
C -3.046 -1.051 2.692 0.007
C -2.559 1.923 2.414 0.041
C -1.406 0.305 4.764 0.001
C 1.403 3.210 1.440 -0.010
C 0.499 3.336 0.267 0.029
C 0.393 4.576 -0.407 0.000
C -0.330 4.741 -1.556 0.012
C -0.989 3.642 -2.112 -0.020
C -0.877 2.465 -1.436 0.031
N -0.182 2.295 -0.275 0.041
Si 1.009 4.492 2.819 0.000
C 0.667 6.252 2.269 0.000
C -0.569 4.024 3.706 0.001
C 2.456 4.616 4.000 0.002
Si 3.184 3.546 0.673 0.000
C 4.566 2.787 1.681 0.005
C 3.213 2.777 -1.024 0.000
C 3.578 5.364 0.502 0.000
H 1.321 0.674 4.860 -0.001
H 1.229 2.444 4.696 -0.002
H 2.796 1.618 4.663 0.003
H -1.121 -2.774 1.602 0.006
H -0.049 -4.793 2.511 0.000
H 2.030 -4.559 3.884 0.000
H 2.883 -2.264 4.335 0.001
H -3.264 -1.286 1.650 -0.001
H -3.983 -0.736 3.159 0.001
H -2.734 -1.974 3.182 0.000
H -3.466 1.742 1.842 0.003
H -1.900 2.576 1.839 -0.008
H -2.853 2.484 3.303 0.000
H -0.823 -0.570 5.056 -0.001
H -2.372 0.239 5.274 0.000
H -0.900 1.199 5.120 -0.001
H 0.940 5.410 -0.005 -0.003
H -0.364 5.709 -2.038 0.000
H -1.552 3.699 -3.031 0.000
H -1.373 1.585 -1.841 0.006
H -0.262 6.359 1.709 0.000
H 1.474 6.730 1.714 0.000
H 0.541 6.818 3.198 0.000
H -1.428 4.425 3.164 0.000
H -0.585 4.461 4.707 0.000
H -0.711 2.951 3.810 0.001
H 3.118 5.428 3.698 0.000
H 3.058 3.716 4.094 -0.001
H 2.087 4.857 4.999 0.000
H 4.709 1.732 1.449 -0.001
H 4.467 2.893 2.762 0.000
H 5.481 3.313 1.397 0.001
H 2.861 1.745 -1.012 0.001
H 4.242 2.753 -1.388 0.000
H 2.618 3.335 -1.749 0.000
H 3.533 5.907 1.445 0.000
H 2.965 5.887 -0.232 0.000
H 4.612 5.425 0.150 0.000
B 3.747 -1.463 -0.622 -0.002
C 2.316 -0.897 -0.561 0.192
N 1.240 -0.456 -0.450 -0.092
H 4.090 -1.452 0.545 0.013
H 4.386 -0.697 -1.309 0.018
H 3.660 -2.578 -1.079 0.018
C -3.933 1.191 -0.583 0.008
O -2.799 0.283 -0.513 0.018
C -3.000 -1.033 -0.896 0.015
S -4.398 -1.685 -1.304 0.031
S -1.444 -1.821 -0.807 0.036
H -3.520 2.175 -0.385 -0.002
H -4.670 0.908 0.164 0.002
H -4.366 1.128 -1.578 0.000

145
Properties=species:S:1:pos:R:3:mulliken_charge:R:1 method="wB97M-V/def2-TZVPD" total_charge=0 homo_energy_ev=-8.5 smiles=CCOCCOC[Si@](Cc1cccc(C)c1)(CC(C)C)O[Si@](Br)(COC)CC(N)(N)N.COCCNCCOC.COCCNCCOC.COCCNCCOC orbital_gap_ev=9.041
C -4.629 0.460 4.030 -1.052
C -5.385 -0.814 3.640 -0.270
O -4.838 -1.459 2.507 -0.353
C -5.212 -0.869 1.285 -0.568
C -4.631 -1.708 0.162 -0.134
O -4.449 -0.874 -0.958 -0.421
C -4.284 -1.558 -2.199 -1.060
Si -2.482 -1.662 -2.785 -0.924
C -1.434 -1.638 -1.218 -0.998
C 0.053 -1.395 -1.282 0.271
C 0.924 -2.216 -0.579 -0.294
C 2.292 -2.021 -0.643 -1.259
C 2.814 -0.995 -1.412 -1.038
C 1.962 -0.136 -2.098 0.986
C 2.522 0.990 -2.923 -1.721
C 0.597 -0.342 -2.019 0.773
C -2.129 -0.279 -3.977 0.351
C -2.387 1.153 -3.465 1.307
C -3.859 1.565 -3.583 -1.601
C -1.489 2.145 -4.205 -1.387
O -2.437 -3.078 -3.678 0.109
Si -1.227 -4.159 -3.883 0.879
Br 0.560 -3.096 -4.699 -0.294
C -1.814 -5.356 -5.231 -0.884
O -2.773 -4.717 -6.070 -0.414
C -4.104 -5.027 -5.741 -0.650
C -0.850 -5.076 -2.303 0.175
C -0.129 -6.443 -2.430 0.248
N 0.886 -6.381 -3.480 -0.426
N -1.134 -7.505 -2.595 -0.623
N 0.592 -6.783 -1.202 -0.828
H -4.393 0.462 5.092 0.339
H -3.694 0.513 3.473 0.259
H -5.207 1.360 3.821 0.319
H -6.440 -0.586 3.452 0.313
H -5.354 -1.546 4.446 0.340
H -4.834 0.154 1.188 0.301
H -6.306 -0.841 1.203 0.277
H -5.305 -2.535 -0.087 0.321
H -3.685 -2.146 0.501 0.072
H -4.674 -2.582 -2.133 0.464
H -4.902 -1.055 -2.948 0.428
H -1.624 -2.567 -0.671 0.550
H -1.908 -0.852 -0.617 0.736
H 0.540 -3.012 0.047 0.621
H 2.954 -2.673 -0.088 0.467
H 3.883 -0.833 -1.479 0.508
H 1.732 1.546 -3.427 0.168
H 3.111 1.673 -2.310 0.368
H 3.180 0.592 -3.700 0.375
H -0.052 0.339 -2.551 -0.053
H -2.774 -0.475 -4.842 0.765
H -1.110 -0.366 -4.360 -0.572
H -2.134 1.220 -2.399 0.011
H -4.318 1.164 -4.487 0.305
H -4.434 1.245 -2.713 0.259
H -3.932 2.654 -3.607 0.443
H -1.811 2.263 -5.240 0.475
H -1.559 3.128 -3.731 0.431
H -0.442 1.843 -4.182 -0.172
H -0.989 -5.666 -5.874 0.268
H -2.259 -6.243 -4.764 0.491
H -4.318 -4.826 -4.685 0.225
H -4.329 -6.080 -5.947 0.319
H -4.746 -4.392 -6.347 0.279
H -0.269 -4.459 -1.625 -0.550
H -1.812 -5.273 -1.818 0.384
H 0.563 -6.783 -4.350 0.201
H 1.697 -6.907 -3.182 0.265
H -1.221 -7.770 -3.567 0.293
H -0.781 -8.325 -2.113 0.305
H 1.274 -6.057 -1.012 0.252
H -0.062 -6.779 -0.427 0.316
C 2.791 0.794 1.470 -0.733
O 2.710 -0.376 2.258 -0.156
C 3.942 -0.820 2.802 -0.908
C 3.978 -0.638 4.302 -0.259
N 4.026 0.771 4.661 -0.281
C 3.841 1.055 6.078 -0.727
C 2.527 0.650 6.734 -0.508
O 1.399 1.383 6.296 -0.404
C 0.803 0.933 5.094 -0.580
H 1.837 0.905 0.957 0.081
H 2.976 1.691 2.073 0.396
H 3.579 0.709 0.716 0.358
H 4.781 -0.300 2.328 0.425
H 4.035 -1.888 2.579 0.396
H 4.870 -1.133 4.697 0.394
H 3.101 -1.158 4.715 0.186
H 3.327 1.272 4.129 0.068
H 3.958 2.134 6.212 0.355
H 4.657 0.579 6.632 0.408
H 2.621 0.862 7.803 0.350
H 2.332 -0.426 6.642 0.417
H 0.883 -0.152 4.987 0.295
H 1.238 1.410 4.211 0.190
H -0.252 1.205 5.136 0.279
C 3.977 1.350 -8.067 -0.557
O 3.214 1.030 -9.210 -0.352
C 2.910 -0.351 -9.361 -0.734
C 1.441 -0.625 -9.133 -0.323
N 1.079 -0.433 -7.739 -0.024
C -0.350 -0.477 -7.454 -0.369
C -1.256 0.557 -8.113 -0.844
O -1.058 1.881 -7.654 -0.355
C -0.010 2.600 -8.273 -0.605
H 4.293 2.386 -8.172 0.243
H 3.404 1.252 -7.137 0.137
H 4.866 0.717 -7.992 0.356
H 3.523 -0.952 -8.682 0.375
H 3.164 -0.632 -10.386 0.401
H 1.234 -1.664 -9.410 0.329
H 0.874 0.020 -9.820 0.219
H 1.452 0.452 -7.419 -0.017
H -0.469 -0.376 -6.374 -0.115
H -0.722 -1.473 -7.717 0.491
H -2.283 0.301 -7.840 0.437
H -1.202 0.528 -9.209 0.442
H 0.097 2.328 -9.327 0.311
H 0.950 2.452 -7.770 0.167
H -0.261 3.659 -8.208 0.298
C -0.128 6.768 11.914 -0.697
O 1.037 5.978 12.014 -0.353
C 0.820 4.576 11.934 -0.815
C 1.356 4.001 10.643 -0.172
N 0.575 4.441 9.498 -0.271
C 1.142 4.099 8.196 -0.588
C 2.505 4.664 7.827 -0.303
O 2.534 6.064 7.629 -0.456
C 2.683 6.843 8.798 -0.537
H 0.152 7.787 12.177 0.239
H -0.548 6.771 10.902 0.294
H -0.901 6.426 12.609 0.340
H -0.245 4.348 12.043 0.420
H 1.352 4.115 12.770 0.387
H 1.307 2.909 10.702 0.340
H 2.418 4.280 10.575 0.174
H 0.446 5.443 9.552 0.133
H 0.432 4.435 7.436 0.314
H 1.189 3.011 8.112 0.295
H 2.779 4.224 6.865 0.199
H 3.284 4.372 8.544 0.307
H 3.309 6.338 9.539 0.263
H 1.723 7.091 9.260 0.173
H 3.167 7.775 8.508 0.297

13
Properties=species:S:1:pos:R:3:mulliken_charge:R:1 method="wB97M-V/def2-TZVPD" total_charge=-1 homo_energy_ev=-5.5 smiles="CC(=O)[C@H](F)S(=O)(=O)[O-]" orbital_gap_ev=9.350 e_above_lowest_kcal_mol=0.0
C -0.487 0.089 -0.586 -0.966
C 0.582 1.091 -0.506 0.607
O 0.660 2.123 -1.187 -0.642
C 1.658 0.970 0.649 0.015
F 2.217 2.091 1.119 -0.288
S 2.553 -0.539 -0.167 1.112
O 2.358 -0.356 -1.601 -0.633
O 3.949 -0.471 0.246 -0.712
O 1.854 -1.664 0.413 -0.647
H -1.246 0.349 -1.333 0.312
H 0.229 -0.786 -0.625 0.301
H -1.049 -0.030 0.342 0.298
H 1.135 0.465 1.462 0.242

20
Properties=species:S:1:pos:R:3:mulliken_charge:R:1 method="wB97M-V/def2-TZVPD" total_charge=0 homo_energy_ev=-8.9 smiles=CCNCCS.O orbital_gap_ev=9.709 e_above_lowest_kcal_mol=37.1
C 0.514 0.765 -2.889 -0.890
C 0.927 1.211 -1.509 -0.804
N 0.611 0.246 -0.426 -0.225
C -0.790 0.505 0.000 -0.522
C -0.812 0.930 1.450 -0.914
S -0.147 -0.284 2.667 -0.222
H -0.564 0.762 -3.072 0.297
H 0.897 1.546 -3.562 0.353
H 0.976 -0.213 -2.925 0.188
H 0.721 2.219 -1.117 0.428
H 2.022 1.299 -1.519 0.398
H 1.039 -0.646 -0.606 0.302
H -1.509 -0.334 0.020 0.353
H -1.144 1.278 -0.674 0.390
H -0.389 1.882 1.742 0.361
H -1.824 1.127 1.827 0.439
H -1.357 -0.435 3.210 0.123
O 0.094 -2.602 -1.476 -0.666
H 0.030 -2.126 -2.311 0.328
H -0.248 -2.004 -0.830 0.283

16
Properties=species:S:1:pos:R:3:mulliken_charge:R:1 method="wB97M-V/def2-TZVPD" total_charge=0 homo_energy_ev=-10.2 smiles=OC1CCCC1 orbital_gap_ev=11.200 e_above_lowest_kcal_mol=3.2
O 0.597 0.433 1.919 -0.543
C 0.165 0.942 0.662 0.211
C -1.160 0.308 0.228 -0.859
C -0.740 -1.060 -0.312 -0.522
C 0.527 -0.737 -1.118 -0.527
C 1.188 0.456 -0.384 -0.788
H -0.177 0.324 2.483 0.317
H 0.095 2.038 0.709 0.282
H -1.889 0.262 1.047 0.391
H -1.613 0.911 -0.570 0.290
H -1.518 -1.544 -0.911 0.362
H -0.497 -1.721 0.528 0.251
H 1.200 -1.596 -1.193 0.301
H 0.251 -0.447 -2.140 0.264
H 2.090 0.150 0.150 0.301
H 1.473 1.253 -1.079 0.270

62
Properties=species:S:1:pos:R:3:mulliken_charge:R:1 method="wB97M-V/def2-TZVPD" total_charge=-1 homo_energy_ev=-5.0 orbital_gap_ev=6.995 e_above_lowest_kcal_mol=12.1
In 0.938 -0.230 -1.445 0.548
S 0.436 7.060 -1.385 -0.246
C 0.480 5.423 -1.346 0.063
S -0.323 4.402 -2.500 -0.115
C 0.199 2.854 -1.849 0.451
C 1.008 2.905 -0.763 -0.098
S 1.740 1.607 0.121 -0.387
S 1.352 4.516 -0.142 -0.114
S -0.400 1.474 -2.706 -0.480
N 2.552 -3.345 -0.822 -0.085
C 1.914 -2.785 0.239 0.411
N 1.940 -3.278 1.474 -0.789
N 1.210 -2.444 2.188 -0.557
N 0.756 -1.493 1.462 -0.246
N 1.176 -1.667 0.194 0.274
C 2.330 -2.999 -2.122 0.469
N 2.739 -3.708 -3.162 -0.563
N 2.323 -3.025 -4.224 -0.715
N 1.706 -1.968 -3.879 -0.241
N 1.676 -1.902 -2.538 0.632
H 3.004 -4.230 -0.665 0.274
C -1.398 -2.037 -3.582 -1.229
O -1.295 -1.539 -2.264 0.214
C -2.090 -2.058 -1.298 0.126
C -2.918 -3.159 -1.446 -0.395
C -3.631 -3.615 -0.346 -0.483
Br -4.765 -5.124 -0.568 -0.242
C -3.532 -3.013 0.885 -0.731
C -2.718 -1.890 1.041 0.738
C -2.014 -1.396 -0.056 0.385
O -1.274 -0.255 -0.029 -0.412
C -2.690 -1.240 2.351 0.192
N -3.772 -0.997 3.042 -0.804
C -3.348 -0.371 4.182 0.326
C -4.076 0.122 5.261 -0.821
C -3.371 0.736 6.272 -0.381
C -1.979 0.850 6.235 -0.577
C -1.234 0.354 5.185 -0.510
C -1.936 -0.256 4.158 0.396
N -1.545 -0.804 2.965 0.216
H -2.396 -1.852 -3.993 0.405
H -1.167 -3.105 -3.628 0.413
H -0.644 -1.492 -4.149 0.309
H -3.010 -3.670 -2.390 0.552
H -4.080 -3.374 1.741 0.564
H -1.015 -0.035 0.880 0.351
H -5.150 0.019 5.291 0.440
H -3.902 1.137 7.123 0.368
H -1.477 1.349 7.051 0.381
H -0.160 0.442 5.158 0.468
H -0.591 -1.015 2.668 0.079
S 3.261 0.748 -3.191 -0.266
C 3.566 2.315 -2.787 0.171
N 4.307 2.692 -1.741 -0.080
C 4.470 4.095 -1.444 -0.590
C 3.901 4.892 -2.620 -0.326
S 3.047 3.702 -3.718 -0.109
H 4.531 2.007 -1.030 0.272
H 5.535 4.310 -1.306 0.341
H 3.942 4.340 -0.515 0.164
H 4.679 5.368 -3.213 0.436
H 3.182 5.649 -2.309 0.165

14
Properties=species:S:1:pos:R:3:mulliken_charge:R:1 method="wB97M-V/def2-TZVPD" total_charge=-1 homo_energy_ev=-2.8 orbital_gap_ev=6.580 e_above_lowest_kcal_mol=37.6
C -0.620 1.867 2.138 -0.560
S 1.094 1.284 2.309 -0.567
H -0.713 2.754 1.395 0.202
H -1.156 1.845 3.235 0.174
H -1.080 1.100 1.485 0.106
C -0.120 -1.033 -2.232 -0.900
C 0.766 -0.994 -0.942 -0.416
S -0.164 -1.220 0.698 -0.441
H -0.254 -2.116 -2.404 0.220
H -1.175 -0.805 -2.019 0.277
H 0.150 -0.422 -3.130 0.277
H 1.456 -0.167 -1.038 0.343
H 1.282 -1.929 -0.937 0.242
H 0.536 -0.162 1.442 0.044

60
Properties=species:S:1:pos:R:3:mulliken_spin:R:1 method="wB97M-V/def2-TZVPD" total_charge=+3 homo_energy_ev="-18.6 / -18.9" multiplicity=2 orbital_gap_ev="6.355 / 6.806" s_squared=0.772
Re 0.125 -0.271 0.611 0.764
C 3.117 0.048 -0.996 -0.001
C 2.217 0.485 0.123 0.018
C 2.445 -0.005 1.464 0.020
C 3.612 -0.915 1.689 0.001
C 1.527 0.303 2.482 -0.035
C 1.623 -0.330 3.845 0.008
C 0.480 1.286 2.231 0.011
C -0.492 1.649 3.321 0.010
C 0.508 2.048 1.017 0.018
C -0.365 3.253 0.837 0.006
C 1.320 1.598 -0.068 -0.036
C 1.286 2.305 -1.387 0.005
H 3.978 0.720 -1.062 -0.002
H 2.613 0.074 -1.958 0.002
H 3.503 -0.955 -0.834 0.000
H 3.448 -1.905 1.255 0.000
H 3.850 -1.032 2.740 0.000
H 4.490 -0.495 1.196 -0.001
H 2.093 0.369 4.542 0.001
H 2.218 -1.238 3.835 0.000
H 0.647 -0.578 4.253 0.002
H -0.068 2.457 3.924 -0.001
H -0.693 0.819 3.991 0.001
H -1.441 1.991 2.919 -0.001
H -1.133 3.095 0.079 0.001
H 0.262 4.081 0.499 -0.001
H -0.844 3.562 1.758 0.000
H 2.155 2.967 -1.447 0.001
H 0.395 2.914 -1.502 0.004
H 1.345 1.614 -2.223 -0.003
N 0.751 -3.186 1.311 0.004
C 1.239 -4.327 0.819 0.007
C 1.627 -4.092 -0.493 0.004
C 1.333 -2.763 -0.727 -0.002
N 0.789 -2.197 0.376 -0.013
H 0.351 -3.022 2.223 0.002
H 1.289 -5.221 1.423 0.000
H 2.056 -4.803 -1.178 0.000
H 1.471 -2.175 -1.619 -0.001
C -1.789 0.927 -4.159 0.026
C -2.641 0.811 -2.869 0.014
C -3.784 -0.209 -3.050 0.031
C -3.209 2.207 -2.482 0.007
C -1.784 0.412 -1.794 0.142
C -1.033 0.067 -0.852 -0.016
H -2.433 1.336 -4.937 0.001
H -1.433 -0.049 -4.485 0.000
H -0.946 1.604 -4.026 -0.003
H -4.390 0.109 -3.898 0.002
H -4.427 -0.242 -2.171 -0.001
H -3.398 -1.205 -3.265 -0.001
H -3.892 2.499 -3.280 0.000
H -2.420 2.956 -2.418 -0.004
H -3.770 2.171 -1.549 -0.003
Cl -1.625 -1.261 2.021 -0.010
C -2.814 -2.391 1.007 0.009
Cl -3.973 -3.046 2.066 0.007
H -2.145 -3.132 0.584 0.000
H -3.221 -1.687 0.290 0.004

9
Properties=species:S:1:pos:R:3:mulliken_charge:R:1 method="wB97M-V/def2-TZVPD" total_charge=0 homo_energy_ev=-9.4 smiles=Oc1c[nH]nn1 orbital_gap_ev=10.389 e_above_lowest_kcal_mol=42.9
O 0.002 -0.647 2.046 -0.515
C 0.053 -0.237 0.752 0.592
C 0.936 -0.215 -0.309 -0.541
N 0.119 0.439 -1.345 0.182
N -1.087 0.692 -0.873 -0.567
N -1.145 0.327 0.347 -0.214
H -0.926 -0.408 2.265 0.411
H 1.981 -0.489 -0.507 0.368
H 0.067 0.539 -2.377 0.285

13
Properties=species:S:1:pos:R:3:mulliken_charge:R:1 method="wB97M-V/def2-TZVPD" total_charge=0 homo_energy_ev=-9.2 smiles=NCN.SS orbital_gap_ev=9.500 e_above_lowest_kcal_mol=7.3
N 0.859 -0.340 0.047 -0.484
C 0.722 -0.755 -1.363 -0.439
N -0.491 -0.198 -1.976 -0.622
H 0.956 0.673 0.039 0.202
H 1.774 -0.684 0.334 0.210
H 0.608 -1.833 -1.372 0.367
H 1.465 -0.389 -2.066 0.324
H -0.443 0.815 -2.006 0.230
H -1.283 -0.431 -1.383 0.247
S -2.147 0.908 2.364 -0.143
S -0.194 1.085 3.078 -0.215
H -1.845 1.382 1.148 0.139
H 0.019 -0.235 3.154 0.183

| no. | DFT total energy (eV) |
| --- | --- |
| 1 | -12624.3601 |
| 2 | -87867.3370 |
| 3 | -157067.5054 |
| 4 | -24919.3459 |
| 5 | -18730.4031 |
| 6 | -7394.6277 |
| 7 | -196133.7433 |
| 8 | -24927.1189 |
| 9 | -53475.1811 |
| 10 | -8638.6322 |
| 11 | -25817.0158 |